198
Properties=species:S:1:pos:R:3 method="wB97M-V/def2-TZVPD" fmax_ev_per_a=8.35 orbital_gap_ev=9.685 lumo_energy_ev=0.527 total_energy_ev=-146230.8386 homo_ev=-9.2
C 19.7771 9.5891 21.8095
C 19.1224 10.1618 23.0384
C 20.1618 10.6970 23.9656
O 19.5703 11.4678 25.0342
C 20.5385 11.5496 26.0519
N 18.0777 11.2724 22.7088
H 17.7147 13.1379 22.0560
H 17.3572 10.8169 22.1712
H 17.6031 11.5601 23.6057
H 19.0692 9.0995 21.1217
H 20.4446 8.7747 22.1912
H 20.4524 10.2905 21.2812
H 18.5887 9.4146 23.5689
H 20.8724 11.3233 23.4353
H 20.7263 9.8069 24.3697
H 21.0150 10.5601 26.1600
H 20.0691 11.8385 26.9919
H 21.2908 12.2956 25.7526
C 16.9032 15.6839 12.6986
C 18.1719 14.8029 12.5243
C 19.3781 15.7277 12.4551
O 20.4338 14.9198 11.9301
C 21.6918 15.3702 12.4236
N 18.2991 13.7267 13.4786
H 17.1783 12.4483 13.3118
H 19.1076 13.0948 13.3594
H 18.4330 14.0398 14.4624
H 16.9590 16.4033 11.9150
H 16.8651 16.2014 13.6512
H 15.9878 15.0817 12.6355
H 18.0649 14.3495 11.5163
H 19.6468 16.0207 13.4911
H 19.2212 16.6122 11.8594
H 22.3790 14.6302 12.0541
H 21.7633 15.5226 13.5150
H 21.9240 16.3357 11.9549
C 13.1082 9.5217 22.3345
C 13.4337 11.0171 22.1400
C 12.6948 11.9183 23.1961
O 13.4292 11.7736 24.3977
C 13.0566 12.7600 25.3843
N 14.8055 11.1273 22.0798
H 15.1950 11.9934 21.6969
H 15.2826 10.8058 22.9365
H 15.6147 9.3521 21.1981
H 13.7689 9.0298 23.0587
H 13.2924 9.0516 21.3579
H 12.0452 9.3708 22.6073
H 13.0292 11.2908 21.0973
H 11.7077 11.5012 23.2102
H 12.8151 12.9356 22.7616
H 12.0949 12.5538 25.7696
H 13.1345 13.7719 24.9852
H 13.7588 12.7584 26.2025
C 13.5864 16.5432 20.8177
C 13.5532 17.2674 19.4570
C 12.1559 17.2292 18.9036
O 12.0544 18.0683 17.7604
C 11.0618 17.6228 16.8363
N 13.7532 18.7064 19.7653
H 13.5114 19.2787 18.9544
H 13.1793 19.0410 20.5285
H 15.3190 18.8186 19.5249
H 12.9744 17.1185 21.5440
H 14.6117 16.4179 21.2732
H 13.1694 15.5368 20.7035
H 14.3231 16.9504 18.7115
H 11.5477 17.6384 19.7290
H 11.8512 16.2255 18.6300
H 11.0898 18.3164 15.9773
H 10.0441 17.6799 17.3220
H 11.1448 16.5710 16.4330
C 14.3836 12.7930 19.3945
C 15.4094 13.0510 18.2833
C 15.7290 14.5448 18.1433
O 14.5331 15.2090 17.8558
C 14.4165 15.3059 16.4729
N 16.7590 12.4651 18.7649
H 16.8281 11.4452 18.7743
H 18.4996 13.0033 17.9095
H 16.9167 12.8174 19.7121
H 14.0715 11.7772 19.3310
H 13.5054 13.4782 19.3586
H 14.8334 13.0279 20.3648
H 15.1084 12.5934 17.3523
H 16.5200 14.8262 17.4275
H 15.9954 14.7770 19.1871
H 15.2749 15.8382 16.0893
H 13.5184 15.8865 16.2738
H 14.3985 14.3400 15.9196
C 11.2315 11.8070 18.0539
C 10.1192 11.0045 17.3499
C 9.2776 10.2316 18.4458
O 8.7627 11.2508 19.2870
C 8.0107 10.8202 20.4035
N 9.4040 11.8986 16.4206
H 9.3551 11.4187 15.5225
H 8.4672 12.1210 16.8105
H 10.9550 13.1060 15.2156
H 11.6627 11.2678 18.9213
H 10.8923 12.8257 18.3441
H 12.0698 11.9429 17.3562
H 10.5970 10.2558 16.7495
H 9.8982 9.4782 18.9348
H 8.4665 9.6246 18.0569
H 6.9380 10.8325 20.2251
H 8.3609 11.5996 21.0707
H 8.3600 9.8233 20.7835
C 20.1783 13.9079 17.7528
O 21.4393 13.7625 16.8979
O 19.1244 13.2162 17.1182
C 20.3894 13.5036 19.2628
F 21.3009 14.4099 19.7943
F 19.2716 13.5112 19.9602
F 20.9083 12.2632 19.3921
C 21.6479 12.3758 16.4779
C 22.7084 12.1263 15.2715
H 22.2284 12.5469 14.3949
H 23.6614 12.6657 15.3561
H 22.8971 11.0364 15.1797
H 20.7045 11.9402 16.1062
H 21.8905 11.8151 17.3740
H 20.0801 14.9462 17.6541
C 15.7847 11.1885 12.7749
O 14.9657 12.1726 12.1860
O 17.0876 11.5775 12.8640
C 15.3595 10.8742 14.2481
F 16.0229 9.7264 14.5689
F 15.8810 11.7908 15.0965
F 14.0724 10.7447 14.5685
C 15.4345 12.5720 10.9115
C 14.6998 13.7872 10.3121
H 14.6383 14.6422 10.9965
H 15.2672 14.0963 9.4008
H 13.6955 13.5208 9.9677
H 15.3848 11.7168 10.1915
H 16.5348 12.7303 10.9459
H 15.6539 10.2521 12.1936
C 16.1435 8.3095 19.5488
O 16.4150 9.2891 18.5206
O 16.1938 8.6881 20.8385
C 14.7197 7.7340 19.1580
F 13.7212 8.6537 19.0597
F 14.7015 7.0173 18.0267
F 14.2890 6.9425 20.1329
C 17.3386 8.7251 17.4995
C 18.2505 9.9099 16.9580
H 17.7392 10.8053 16.5486
H 19.0210 10.2908 17.6306
H 18.6816 9.5447 16.0293
H 16.6852 8.4494 16.6508
H 17.8249 7.8576 17.9205
H 16.9474 7.5730 19.4288
C 17.1642 18.9133 18.0428
O 17.0151 19.4238 16.7201
O 16.0322 18.5726 18.4681
C 17.9750 17.6194 17.9433
F 17.4996 16.8249 16.9101
F 19.2810 17.9615 17.7055
F 17.8929 16.9087 19.1225
C 16.4858 20.7417 16.7837
C 17.4560 21.6226 15.9921
H 17.1267 22.6313 15.7863
H 18.4720 21.7905 16.3667
H 17.5654 21.1526 14.9923
H 16.3981 20.8584 17.8513
H 15.4691 20.7931 16.3724
H 17.8608 19.7091 18.6034
C 11.9777 13.3080 13.5276
O 11.6837 14.6523 13.2841
O 11.7331 12.8499 14.8509
C 11.0771 12.6155 12.5715
F 11.6365 12.6753 11.4153
F 10.9145 11.3402 12.9498
F 9.7414 13.0663 12.5398
C 13.0205 15.4282 13.0936
C 12.7857 16.9104 12.5536
H 12.3867 17.7033 13.1876
H 13.7799 17.2565 12.3011
H 12.1666 16.9057 11.6224
H 13.5502 14.8536 12.3592
H 13.5626 15.4128 14.0530
H 12.9869 13.0381 13.1958
C 16.9538 14.9622 22.4334
O 18.1326 15.4848 23.0758
O 17.2437 13.8409 21.6022
C 15.9951 14.5584 23.5454
F 14.7791 14.4300 23.0372
F 16.3909 13.3666 24.0487
F 15.9741 15.5353 24.5011
C 19.1029 16.1369 22.3206
C 20.3513 16.5632 23.2785
H 20.1508 17.3212 24.0550
H 20.6015 15.6985 23.9142
H 21.2804 16.8525 22.7528
H 18.6935 17.0034 21.7768
H 19.6179 15.5757 21.5776
H 16.5109 15.7156 21.7307

105
Properties=species:S:1:pos:R:3 method="wB97M-V/def2-TZVPD" fmax_ev_per_a=0.86 orbital_gap_ev=4.819 lumo_energy_ev=3.649 total_energy_ev=-67251.4969 total_charge=-2 homo_ev=-1.2
Na -0.6010 -1.0504 -1.4452
C -2.0987 -1.7607 -4.6184
N -1.7574 -2.4134 -3.3745
C -0.9470 -3.6007 -3.5756
C -2.9282 -2.7184 -2.5540
C -3.5712 -1.4827 -1.9250
N -2.8371 -0.9643 -0.7767
C -2.9487 -1.8021 0.4229
C -1.7003 -1.8741 1.2647
C -1.6372 -1.2880 2.5103
C -0.5094 -1.4186 3.3239
C 0.4994 -2.2489 2.8461
C 0.4874 -2.8816 1.6032
C -0.6173 -2.6563 0.7293
O -0.7255 -3.1189 -0.4699
C 1.7018 -3.7660 1.2531
C 3.0110 -2.9824 1.4583
C 1.7121 -4.2825 -0.1921
C 1.7113 -4.9933 2.1821
C -0.4122 -0.6456 4.6384
C 0.9723 -0.7745 5.2769
C -0.6637 0.8479 4.3701
C -1.4584 -1.1599 5.6380
C -3.1160 0.4606 -0.5194
C -1.9573 1.4270 -0.5867
C -1.7579 2.3278 0.4502
C -0.8547 3.3770 0.3522
C -0.1567 3.4828 -0.8553
C -0.2937 2.6003 -1.9155
C -1.2204 1.5075 -1.8054
O -1.4346 0.6535 -2.7530
C 0.4497 2.8205 -3.2392
C 1.3112 1.6026 -3.6070
C 1.3874 4.0310 -3.1975
C -0.5915 3.0569 -4.3465
C -0.5697 4.3584 1.4892
C 0.8749 4.1794 1.9852
C -0.7520 5.8026 1.0031
C -1.5106 4.1463 2.6770
H -2.8435 -2.3417 -5.1973
H -1.1993 -1.6503 -5.2274
H -2.4815 -0.7570 -4.4278
H -1.4945 -4.3931 -4.1230
H -0.6289 -3.9834 -2.6036
H -0.0567 -3.3400 -4.1531
H -2.5898 -3.3873 -1.7622
H -3.6921 -3.2473 -3.1581
H -4.6174 -1.7276 -1.6621
H -3.5944 -0.6862 -2.6680
H -3.1796 -2.8190 0.0976
H -3.7924 -1.4585 1.0457
H -2.4882 -0.6930 2.8418
H 1.3822 -2.3826 3.4606
H 2.9629 -2.0211 0.9475
H 3.8561 -3.5573 1.0613
H 3.2097 -2.7830 2.5156
H 1.7448 -3.4522 -0.9025
H 0.8167 -4.8615 -0.4190
H 2.5997 -4.9145 -0.3237
H 1.7131 -4.6973 3.2345
H 2.6039 -5.6040 1.9940
H 0.8253 -5.6116 2.0063
H 1.7507 -0.4411 4.5852
H 1.1876 -1.8075 5.5650
H 1.0210 -0.1556 6.1788
H 0.0033 1.2032 3.5801
H -0.4900 1.4424 5.2752
H -1.6908 1.0264 4.0416
H -1.2741 -2.2130 5.8681
H -2.4639 -1.0806 5.2171
H -1.4287 -0.5859 6.5735
H -3.5914 0.5639 0.4654
H -3.8578 0.7887 -1.2590
H -2.3523 2.1936 1.3508
H 0.5631 4.2875 -0.9466
H 2.1214 1.4836 -2.8822
H 1.7589 1.7543 -4.5976
H 0.7141 0.6912 -3.6083
H 2.1175 3.9360 -2.3883
H 0.8419 4.9715 -3.0662
H 1.9363 4.0880 -4.1430
H -1.2419 2.1839 -4.4250
H -0.0968 3.2281 -5.3117
H -1.2038 3.9325 -4.1089
H 1.5889 4.4504 1.2024
H 1.0707 3.1352 2.2357
H 1.0676 4.8071 2.8652
H -0.0709 6.0371 0.1828
H -0.5532 6.5082 1.8194
H -1.7739 5.9606 0.6467
H -1.3691 3.1598 3.1253
H -2.5578 4.2389 2.3737
H -1.3065 4.8987 3.4462
O 1.4570 -1.1223 -1.6518
N 2.6401 -0.6124 -1.4830
C 3.6138 -0.9801 -2.3466
C 4.8908 -0.4864 -2.2900
C 5.1890 0.4387 -1.2845
C 4.2072 0.8029 -0.3978
C 2.8850 0.2794 -0.4357
S 1.6672 0.6806 0.6560
H 3.2790 -1.6868 -3.0907
H 5.6235 -0.8181 -3.0128
H 6.1813 0.8684 -1.2074
H 4.3998 1.5195 0.3885

15
Properties=species:S:1:pos:R:3 method="wB97M-V/def2-TZVPD" relative_energy_ev=0.194 fmax_ev_per_a=0.33 smiles="CCNC(C)=O" orbital_gap_ev=10.557 lumo_energy_ev=0.916 total_energy_ev=-7832.1262 homo_ev=-9.6
C 0.9083 1.2616 -1.6607
C -0.4151 0.9193 -0.9843
N -0.3631 -0.3151 -0.2240
C -0.4113 -0.3362 1.1391
O -0.4886 0.6771 1.8153
C -0.3633 -1.7141 1.7717
H 0.8106 2.1840 -2.2434
H 1.2256 0.4652 -2.3442
H 1.6956 1.4066 -0.9146
H -0.6933 1.6974 -0.2698
H -1.2168 0.8451 -1.7297
H -0.2740 -1.1867 -0.7215
H -0.4351 -2.5346 1.0513
H -1.1861 -1.7925 2.4866
H 0.5699 -1.8145 2.3334

42
Properties=species:S:1:pos:R:3 method="wB97M-V/def2-TZVPD" relative_energy_ev=0.845 fmax_ev_per_a=2.76 orbital_gap_ev=5.819 lumo_energy_ev=-2.357 total_energy_ev=-39150.8164 homo_ev=-8.2
Au -0.1313 -0.1608 0.2419
O 2.4685 2.9726 0.9853
C 2.0529 1.9493 0.4770
N 0.7378 1.7402 0.1583
C -0.1625 2.7679 -0.1996
C 0.2129 4.0763 -0.5194
C -0.7496 5.0017 -0.8737
C -2.0842 4.6366 -0.9291
C -2.4601 3.3386 -0.6454
C -1.4857 2.4034 -0.2972
N -1.7187 1.0309 -0.0743
C -2.9367 0.4785 0.1753
O -3.9691 1.0830 0.3766
C -2.9192 -1.0158 0.1698
C -4.0656 -1.7429 0.4156
C -3.9964 -3.1257 0.3440
C -2.7951 -3.7303 -0.0036
C -1.6957 -2.9282 -0.2391
N -1.7645 -1.6006 -0.1339
C 3.0026 0.8184 0.1680
C 4.2889 0.8784 0.6850
C 5.1701 -0.1417 0.3722
C 4.7395 -1.1662 -0.4560
C 3.4427 -1.1234 -0.9439
N 2.5869 -0.1536 -0.6407
H 1.2537 4.3509 -0.4777
H -0.4567 6.0144 -1.1168
H -2.8335 5.3624 -1.2150
H -3.4923 3.0328 -0.7047
H -4.9737 -1.2089 0.6554
H -4.8695 -3.7277 0.5554
H -2.6965 -4.8033 -0.0818
H -0.7420 -3.3510 -0.5204
H 4.5667 1.7132 1.3117
H 6.1766 -0.1400 0.7688
H 5.3919 -1.9868 -0.7197
H 3.0753 -1.9008 -1.6042
N -0.1389 -6.0129 0.9231
C 0.5316 -5.0753 0.8504
N 1.3423 -4.0467 0.7239
C 1.1221 -2.8301 0.9220
N 0.9747 -1.6768 1.1165

53
Properties=species:S:1:pos:R:3 method="wB97M-V/def2-TZVPD" relative_energy_ev=0.000 fmax_ev_per_a=0.90 s_squared=2.010 orbital_gap_ev="7.124 / 5.619" lumo_energy_ev="-0.187 / -1.904" total_energy_ev=-273397.5436 homo_ev="-7.3 / -7.5" spin_multiplicity=3
Pt -0.5141 0.4638 -1.2196
F -3.8064 -4.5891 2.9090
C -3.0743 -3.5729 2.4840
C -2.4849 -2.7123 3.3928
F -2.6464 -2.9103 4.6932
C -1.7281 -1.6517 2.9315
F -1.1759 -0.8577 3.8451
C -1.5289 -1.4076 1.5743
P -0.5840 0.0925 1.0621
C -1.4109 1.3905 2.0313
C -2.6855 1.7580 1.6011
C -3.3719 2.7706 2.2486
C -2.7790 3.4346 3.3128
C -1.5118 3.0708 3.7431
C -0.8260 2.0462 3.1083
C 1.0604 -0.1377 1.7706
C 1.9464 0.9182 1.5438
C 3.2544 0.8356 1.9855
C 3.6922 -0.3092 2.6371
C 2.8236 -1.3717 2.8324
C 1.5098 -1.2939 2.3955
C -2.1215 -2.3003 0.6784
Br -1.9311 -2.1584 -1.1969
C -2.8848 -3.3664 1.1301
F -3.4468 -4.2106 0.2705
H -3.1296 1.2547 0.7504
H -4.3585 3.0530 1.9055
H -3.3042 4.2440 3.8034
H -1.0537 3.5823 4.5795
H 0.1542 1.7517 3.4588
H 1.6038 1.7921 1.0002
H 3.9355 1.6566 1.8044
H 4.7170 -0.3792 2.9778
H 3.1686 -2.2715 3.3252
H 0.8523 -2.1422 2.5368
Br 4.6623 0.0107 -1.6156
C 3.3979 0.0271 -3.0216
C 3.8244 0.0014 -4.3491
C 2.9149 0.0055 -5.3733
Br 3.5483 -0.0233 -7.1658
C 1.5290 0.0299 -5.1100
C 0.5153 0.0369 -6.0911
C -0.8015 0.0564 -5.7156
C -1.1229 0.0876 -4.3531
N -0.1986 0.0805 -3.4205
C 1.1120 0.0467 -3.7559
C 2.0467 0.0359 -2.6579
O 1.6497 0.0169 -1.4351
H 4.8850 -0.0214 -4.5571
H 0.7895 0.0361 -7.1368
H -1.5900 0.0597 -6.4547
H -2.1536 0.1333 -4.0227
I -1.3685 2.9076 -1.6706